Record 1
Here is a structure of composition C40H41N5O2P2PdS from the Open Molecules 2025 dataset. Energies are from ωB97M-V/def2-TZVPD.

The geometry in ORCA input format:
```
! wB97M-V def2-TZVPD RIJCOSX def2/J DEFGRID3
* xyz 2 1
Pd 0.357 -0.568 0.211
N -2.085 -0.461 1.788
P -0.543 -0.015 2.414
C -0.546 -0.752 4.082
C 0.388 -1.710 4.454
C 0.363 -2.226 5.739
C -0.593 -1.789 6.641
C -1.535 -0.843 6.265
C -1.512 -0.317 4.987
C -0.714 1.758 2.762
C 0.456 2.434 3.101
C 0.417 3.782 3.402
C -0.787 4.467 3.337
C -1.948 3.799 2.981
C -1.919 2.445 2.697
P -1.896 -1.564 0.484
C -2.462 -3.135 1.214
C -1.557 -4.159 1.461
C -1.996 -5.336 2.043
C -3.332 -5.481 2.381
C -4.231 -4.450 2.153
C -3.802 -3.273 1.567
C -3.197 -1.177 -0.721
C -3.884 0.030 -0.800
C -4.752 0.248 -1.857
C -4.933 -0.718 -2.834
C -4.256 -1.926 -2.753
C -3.379 -2.147 -1.709
H -2.833 -0.656 2.454
H 1.133 -2.035 3.739
H 1.087 -2.964 6.046
H -0.600 -2.178 7.647
H -2.277 -0.512 6.975
H -2.222 0.443 4.692
H 1.390 1.885 3.144
H 1.323 4.298 3.680
H -0.822 5.519 3.575
H -2.880 4.338 2.917
H -2.824 1.925 2.423
H -0.520 -4.025 1.179
H -1.304 -6.145 2.224
H -3.677 -6.404 2.820
H -5.269 -4.574 2.424
H -4.501 -2.472 1.366
H -3.751 0.780 -0.035
H -5.284 1.184 -1.923
H -5.610 -0.536 -3.653
H -4.400 -2.691 -3.499
H -2.835 -3.082 -1.633
O 3.074 0.504 -6.142
C 1.791 -0.057 -6.055
C 1.469 -0.353 -4.616
C 0.251 -0.918 -4.235
C 0.019 -1.194 -2.901
N 0.931 -0.977 -1.955
C 2.117 -0.456 -2.304
C 2.402 -0.101 -3.618
C 3.106 -0.288 -1.227
C 4.471 -0.374 -1.474
C 5.375 -0.194 -0.433
C 6.856 -0.275 -0.723
O 7.195 0.491 -1.854
C 4.857 0.076 0.830
C 3.483 0.103 1.007
N 2.620 -0.075 0.011
H 3.348 0.552 -7.065
H 1.724 -0.998 -6.623
H 1.027 0.627 -6.464
H -0.501 -1.155 -4.970
H -0.923 -1.622 -2.571
H 3.337 0.368 -3.876
H 4.847 -0.592 -2.462
H 7.100 -1.317 -0.972
H 7.438 0.002 0.162
H 7.454 1.381 -1.590
H 5.513 0.264 1.664
H 3.050 0.300 1.983
C -1.316 3.083 -3.169
N -0.089 3.113 -2.426
C 1.088 3.837 -2.882
C 2.134 3.542 -1.790
N 1.469 2.523 -0.992
C 0.185 2.381 -1.355
S -0.938 1.404 -0.570
H -1.121 2.772 -4.196
H -1.781 4.069 -3.187
H -1.993 2.370 -2.696
H 0.860 4.901 -2.970
H 1.397 3.466 -3.864
H 2.352 4.430 -1.186
H 3.068 3.155 -2.207
H 1.805 2.221 -0.090
*
```


Record 2
Here is an isolated molecule of C10H9IN2 from the Open Molecules 2025 dataset. Energies are from ωB97M-V/def2-TZVPD.

The geometry in ORCA input format:
```
! wB97M-V def2-TZVPD RIJCOSX def2/J DEFGRID3
* xyz 0 1
C -2.820 0.148 0.104
C -2.326 -1.148 0.125
C -1.960 1.238 0.063
C -0.963 -1.393 0.081
C -0.601 1.004 0.020
C -0.114 -0.305 0.014
C 2.059 -1.390 -0.096
C 3.443 -1.273 -0.088
C 0.569 1.931 -0.028
C 1.720 0.974 -0.075
N 1.295 -0.277 -0.059
N 3.974 -0.091 -0.042
I 6.015 0.081 0.030
H -3.887 0.311 0.127
H -3.010 -1.982 0.179
H -2.351 2.244 0.061
H -0.584 -2.402 0.102
H 1.569 -2.345 -0.130
H 4.007 -2.203 -0.115
H 0.548 2.589 -0.902
H 0.620 2.585 0.848
H 2.746 1.246 -0.173
*
```


Record 3
Here is an isolated molecule of C3H8N2S from the Open Molecules 2025 dataset. Energies are from ωB97M-V/def2-TZVPD.

The geometry in ORCA input format:
```
! wB97M-V def2-TZVPD RIJCOSX def2/J DEFGRID3
* xyz 0 1
C -0.336 -1.681 0.266
C -0.496 -0.708 -0.810
S 0.267 -0.961 -2.588
C -0.108 0.653 -0.238
N 0.379 0.711 0.874
N 0.604 1.957 1.395
H -0.656 -1.170 1.287
H 0.818 -1.806 0.329
H -0.771 -2.722 0.125
H -1.502 -0.515 -1.335
H 1.490 0.031 -2.226
H 0.045 1.620 -0.723
H -0.246 2.555 1.217
H 0.512 2.035 2.426
*
```


Results for electronic energy: -86573.253, -21594.563, -17052.693 (in eV, following the order of the records).
Results for F_max: 1.5, 1.6, 5.2 (in eV Å⁻¹, following the order of the records).